ORCA calculation (the ωB97M-V functional and the def2-TZVPD basis) on 13 unconnected molecules or ions with the total composition C32H54ClN13O.

Computed properties:
HOMO energy ... -8.561 eV
Largest force on an atom ... 0.8 eV Å⁻¹
ΔE to the lowest compared entry with this formula, charge and spin ... 0.00 kJ/mol
HOMO-LUMO gap ... 8.9 eV

```
! RIJCOSX wB97M-V def2-TZVPD def2/J DEFGRID3
* xyz 0 1
C -3.319 1.603 4.641
C -3.240 2.074 3.188
C -1.880 2.681 2.837
C -2.000 3.563 1.592
C -0.745 4.369 1.214
C -0.146 3.947 -0.117
Cl -1.255 4.363 -1.471
O -1.016 1.573 2.623
C 0.352 1.712 3.014
C 1.297 1.328 1.863
N 0.631 0.379 0.973
H -4.334 1.312 4.907
H -2.968 2.381 5.322
H -2.651 0.750 4.773
H -4.060 2.742 2.923
H -3.324 1.186 2.551
H -1.513 3.271 3.687
H -2.297 2.914 0.763
H -2.825 4.255 1.773
H 0.022 4.314 1.988
H -1.020 5.422 1.125
H -0.033 2.866 -0.160
H 0.809 4.419 -0.329
H 0.555 2.729 3.357
H 0.536 1.045 3.858
H 1.654 2.232 1.351
H 2.144 0.813 2.308
H 1.336 -0.039 0.370
H 0.009 0.876 0.351
C -3.235 -0.718 -0.795
C -1.972 -0.155 -1.256
N -0.978 0.311 -1.594
H -3.145 -1.800 -0.695
H -3.486 -0.291 0.175
H -4.026 -0.488 -1.506
C -3.354 6.316 -3.400
C -3.778 6.475 -4.787
N -4.110 6.595 -5.879
H -2.913 7.238 -3.034
H -4.213 6.055 -2.782
H -2.612 5.525 -3.331
C 2.836 -2.236 2.699
C 2.783 -1.351 3.857
N 2.689 -0.575 4.698
H 3.660 -2.939 2.789
H 1.906 -2.797 2.632
H 2.968 -1.642 1.791
C 1.243 -6.142 2.101
C 2.445 -5.500 1.577
N 3.381 -4.973 1.168
H 0.370 -5.525 1.888
H 1.111 -7.116 1.635
H 1.325 -6.274 3.170
C 3.233 -2.794 -2.504
C 2.959 -1.972 -1.338
N 2.729 -1.302 -0.436
H 4.191 -3.297 -2.391
H 2.441 -3.529 -2.632
H 3.261 -2.168 -3.393
C -0.630 -2.131 0.992
C -1.336 -3.409 1.071
N -1.904 -4.407 1.125
H -1.005 -1.444 1.744
H 0.429 -2.286 1.160
H -0.772 -1.701 0.004
C -3.312 -3.388 4.584
C -1.912 -3.101 4.301
N -0.818 -2.876 4.043
H -3.559 -4.380 4.209
H -3.491 -3.350 5.656
H -3.945 -2.654 4.089
C 1.609 7.138 -3.313
C 0.285 7.579 -2.890
N -0.761 7.913 -2.557
H 1.592 6.068 -3.512
H 1.906 7.665 -4.213
H 2.340 7.344 -2.534
C 1.246 -8.537 6.743
C 0.652 -8.023 5.514
N 0.186 -7.611 4.549
H 2.212 -8.987 6.526
H 1.383 -7.723 7.452
H 0.592 -9.288 7.182
C 3.748 7.012 -7.535
C 4.032 7.136 -6.110
N 4.255 7.234 -4.988
H 3.590 5.966 -7.790
H 2.853 7.579 -7.784
H 4.586 7.398 -8.112
C 0.328 -1.155 -5.081
C 1.337 -2.138 -5.459
N 2.136 -2.920 -5.721
H 0.759 -0.424 -4.398
H -0.041 -0.642 -5.967
H -0.500 -1.656 -4.583
C 0.583 -6.234 -5.099
C 0.584 -5.457 -3.867
N 0.579 -4.835 -2.903
H 1.354 -7.001 -5.050
H -0.386 -6.709 -5.237
H 0.791 -5.575 -5.941
*
```

=====

ORCA calculation (the ωB97M-V functional and the def2-TZVPD basis) on 9 unconnected molecules or ions with the total composition C32H54N2O8S.

Computed properties:
HOMO energy ... -8.691 eV
Largest force on an atom ... 0.9 eV Å⁻¹
SMILES ... Sc1ccc2nccnc2c1.CC(C)=O.CC(C)=O.CC(C)=O.CC(C)=O.CC(C)=O.CC(C)=O.CC(C)=O.CC(C)=O
HOMO-LUMO gap ... 8.6 eV

```
! RIJCOSX wB97M-V def2-TZVPD def2/J DEFGRID3
* xyz 0 1
S 1.044 0.243 6.198
C 1.866 0.460 4.628
C 1.209 0.068 3.436
C 1.860 0.256 2.248
C 3.152 0.834 2.184
N 3.713 1.013 0.955
C 4.908 1.548 0.995
C 5.551 1.905 2.195
N 5.035 1.772 3.387
C 3.796 1.218 3.371
C 3.119 1.008 4.599
H 0.766 1.518 6.516
H 0.222 -0.365 3.479
H 1.389 -0.023 1.316
H 5.410 1.714 0.052
H 6.546 2.327 2.129
H 3.605 1.289 5.521
C 0.942 2.577 -1.709
C 0.830 1.210 -2.333
C 1.904 0.821 -3.318
O -0.080 0.456 -2.057
H 0.115 2.731 -1.022
H 1.880 2.653 -1.156
H 0.909 3.345 -2.476
H 2.879 0.832 -2.831
H 1.914 1.512 -4.160
H 1.706 -0.183 -3.691
C -4.427 -1.445 5.065
C -2.998 -1.094 5.393
C -2.732 -0.603 6.791
O -2.118 -1.208 4.566
H -4.489 -1.788 4.035
H -4.773 -2.241 5.719
H -5.065 -0.566 5.183
H -3.012 -1.365 7.508
H -3.308 0.303 6.982
H -1.671 -0.381 6.897
C -0.773 7.354 -0.557
C -0.738 6.007 -1.239
C -2.002 5.558 -1.932
O 0.255 5.318 -1.231
H 0.194 7.553 -0.101
H -0.989 8.136 -1.286
H -1.540 7.360 0.219
H -2.270 6.267 -2.717
H -2.819 5.491 -1.212
H -1.844 4.578 -2.378
C -6.357 -3.082 8.142
C -5.966 -1.785 8.809
C -7.036 -1.073 9.599
O -4.846 -1.334 8.715
H -5.504 -3.495 7.608
H -6.685 -3.802 8.894
H -7.166 -2.908 7.431
H -7.390 -1.713 10.409
H -7.874 -0.817 8.949
H -6.625 -0.159 10.024
C 2.697 1.700 -8.463
C 2.796 0.938 -7.167
C 2.225 -0.461 -7.158
O 3.305 1.414 -6.177
H 3.142 2.685 -8.334
H 3.228 1.171 -9.250
H 1.655 1.817 -8.748
H 2.740 -1.078 -7.896
H 1.160 -0.431 -7.393
H 2.357 -0.901 -6.172
C -4.080 -6.772 4.506
C -4.201 -5.292 4.239
C -3.464 -4.752 3.039
O -4.858 -4.573 4.958
H -4.654 -7.029 5.394
H -4.468 -7.338 3.657
H -3.035 -7.038 4.670
H -3.827 -5.235 2.130
H -2.394 -4.936 3.144
H -3.628 -3.680 2.960
C -0.080 -0.103 -12.106
C 0.596 1.208 -11.784
C -0.024 2.457 -12.361
O 1.588 1.255 -11.093
H 0.464 -0.917 -11.631
H -1.106 -0.097 -11.734
H -0.088 -0.264 -13.185
H -1.047 2.568 -12.000
H -0.030 2.401 -13.451
H 0.557 3.324 -12.054
C 5.954 -3.876 -1.024
C 6.454 -2.564 -0.468
C 5.516 -1.808 0.441
O 7.554 -2.142 -0.738
H 6.720 -4.315 -1.658
H 5.728 -4.566 -0.210
H 5.053 -3.711 -1.617
H 5.282 -2.422 1.313
H 4.600 -1.556 -0.096
H 5.988 -0.890 0.777
*
```

=====

ORCA calculation (the ωB97M-V functional and the def2-TZVPD basis) on 3 unconnected molecules or ions with the total composition C32H54N4O4 at a distorted geometry.

Computed properties:
HOMO energy ... -8.377 eV
Largest force on an atom ... 4.0 eV Å⁻¹
<S²> ... 2.009
HOMO-LUMO gap ... 7.9 eV

```
! RIJCOSX wB97M-V def2-TZVPD def2/J DEFGRID3
* xyz 0 3
C 4.702 -0.551 0.293
C 3.841 0.703 -0.177
C 2.903 0.259 -1.385
C 1.492 0.924 -1.346
C 1.207 2.365 -1.707
C -0.146 2.902 -1.667
C -1.328 2.071 -1.225
N -2.572 2.691 -1.229
C -3.517 1.806 -0.806
C -3.280 0.401 -0.361
C -4.497 -0.449 0.126
O -5.134 -1.251 -0.874
C -4.221 -2.025 -1.661
C -3.313 -3.041 -0.863
N -2.049 -0.183 -0.368
C -1.059 0.676 -0.831
C 0.345 0.121 -0.918
O 0.569 -1.217 -0.580
H 4.136 -1.515 0.112
H 5.648 -0.585 -0.320
H 4.928 -0.495 1.397
H 3.219 1.118 0.667
H 4.551 1.484 -0.576
H 3.397 0.612 -2.340
H 2.804 -0.854 -1.482
H 2.091 2.983 -2.002
H -0.319 3.978 -1.946
H -4.582 2.175 -0.789
H -5.271 0.288 0.504
H -4.247 -1.102 1.009
H -3.584 -1.405 -2.365
H -4.866 -2.652 -2.351
H -3.135 -2.788 0.212
H -3.701 -4.104 -0.887
H -2.300 -3.077 -1.372
H 0.377 -1.382 0.360
C 10.362 -4.155 -0.706
C 9.719 -2.784 -1.014
C 10.812 -1.769 -1.393
C 11.623 -1.286 -0.195
C 10.701 -0.744 0.894
C 9.614 -1.747 1.314
N 8.889 -2.334 0.145
O 8.045 -1.407 -0.307
C 10.251 -2.866 2.170
C 8.652 -1.050 2.301
C 8.868 -3.074 -2.268
H 9.606 -4.877 -0.385
H 10.843 -4.562 -1.598
H 11.143 -4.122 0.048
H 10.357 -0.897 -1.876
H 11.489 -2.206 -2.133
H 12.248 -2.095 0.194
H 12.312 -0.498 -0.515
H 11.303 -0.459 1.763
H 10.238 0.179 0.529
H 9.562 -3.704 2.304
H 10.506 -2.497 3.167
H 11.188 -3.247 1.768
H 8.193 -0.155 1.879
H 9.188 -0.726 3.195
H 7.856 -1.730 2.619
H 8.065 -3.782 -2.045
H 9.484 -3.513 -3.056
H 8.421 -2.173 -2.692
C -9.321 3.559 -0.891
C -8.598 3.223 0.432
C -7.718 1.975 0.244
C -8.519 0.678 0.180
C -9.429 0.550 1.399
C -10.341 1.771 1.599
N -9.593 3.065 1.535
O -8.937 3.204 2.687
C -11.469 1.747 0.541
C -11.103 1.607 2.932
C -7.676 4.442 0.642
H -9.991 4.413 -0.764
H -8.597 3.824 -1.666
H -9.893 2.735 -1.309
H -7.002 1.898 1.070
H -7.120 2.072 -0.668
H -9.101 0.636 -0.745
H -7.832 -0.173 0.145
H -10.032 -0.357 1.300
H -8.802 0.402 2.286
H -12.004 2.700 0.511
H -12.204 0.973 0.773
H -11.124 1.510 -0.463
H -10.435 1.496 3.787
H -11.725 0.710 2.911
H -11.760 2.462 3.116
H -8.259 5.355 0.796
H -7.043 4.600 -0.234
H -7.001 4.321 1.491
*
```

=====

ORCA calculation (the ωB97M-V functional and the def2-TZVPD basis) on a molecular structure, C32H55CeN4OP2 at a distorted geometry.

Computed properties:
HOMO energy (alpha / beta) ... -17.041 / -17.041 eV
Largest force on an atom ... 5.8 eV Å⁻¹
ΔE to the lowest compared entry with this formula, charge and spin ... 102.41 kJ/mol
HOMO-LUMO gap (alpha / beta) ... 7.0 / 7.0 eV

```
! RIJCOSX wB97M-V def2-TZVPD def2/J DEFGRID3
* xyz 3 1
C 2.571 -1.290 -0.976
C 1.418 0.510 -1.972
C 3.431 -1.392 -2.068
C 2.250 0.455 -3.099
C 3.253 -0.525 -3.141
H 4.171 -2.199 -2.083
H 2.091 1.146 -3.928
H 3.886 -0.618 -4.030
N 1.622 -0.325 -0.924
P 0.944 -2.634 0.980
P 0.161 2.460 -0.060
C 2.601 -2.303 0.167
H 3.019 -3.252 -0.203
H 3.315 -1.969 0.939
C 0.229 1.437 -1.881
H 0.328 2.254 -2.609
C -1.494 3.371 -0.051
C 1.699 3.511 0.082
C -0.139 -3.650 -0.292
C 1.127 -3.353 2.690
C -2.572 2.506 0.654
H -2.427 2.503 1.743
H -3.565 2.930 0.436
H -2.588 1.458 0.313
C -1.332 4.660 0.771
H -1.058 4.446 1.813
H -0.616 5.368 0.336
H -2.303 5.171 0.800
C -1.959 3.685 -1.485
H -2.694 4.504 -1.449
H -1.147 4.007 -2.152
H -2.477 2.827 -1.937
C 1.690 4.079 1.541
H 1.120 3.436 2.230
H 2.716 4.132 1.931
H 1.276 5.095 1.593
C 2.964 2.634 -0.095
H 2.868 1.696 0.461
H 3.161 2.410 -1.149
H 3.843 3.162 0.308
C 1.650 4.595 -1.010
H 0.873 4.415 -1.768
H 1.479 5.591 -0.586
H 2.617 4.652 -1.531
C -0.278 -3.521 3.320
H -0.175 -4.030 4.290
H -0.747 -2.545 3.518
H -0.960 -4.127 2.706
C 1.932 -2.380 3.585
H 2.871 -2.060 3.115
H 1.344 -1.489 3.840
H 2.184 -2.897 4.526
C 1.879 -4.688 2.558
H 2.639 -4.671 1.763
H 2.400 -4.908 3.500
H 1.202 -5.529 2.375
C 0.243 -3.266 -1.731
H 1.273 -3.554 -1.974
H -0.412 -3.792 -2.443
H 0.130 -2.193 -1.926
C -1.654 -3.355 -0.047
H -2.092 -2.755 -0.863
H -2.219 -4.301 -0.007
H -1.862 -2.842 0.908
C 0.138 -5.148 -0.088
H 1.208 -5.391 -0.127
H -0.280 -5.541 0.848
H -0.338 -5.724 -0.896
Ce -0.247 -0.105 0.774
C 1.771 0.689 2.262
O 2.663 0.929 2.964
N -1.508 -0.027 -0.956
C -1.094 0.599 -1.994
C -1.887 0.423 -3.319
C -1.456 1.431 -4.367
C -1.590 -0.989 -3.838
C -3.392 0.548 -2.959
H -1.581 2.456 -4.005
H -0.405 1.280 -4.629
H -2.048 1.315 -5.283
H -1.899 -1.734 -3.094
H -2.128 -1.189 -4.776
H -0.514 -1.117 -4.024
H -3.930 1.235 -3.627
H -3.854 -0.447 -2.990
H -3.532 0.921 -1.936
N -2.522 -0.499 3.122
C -3.055 -0.092 4.286
C -2.186 0.865 4.799
C -1.142 1.014 3.893
N -1.346 0.169 2.829
H -2.952 -1.158 2.466
H -3.981 -0.496 4.666
H -2.318 1.401 5.728
H -0.298 1.686 3.949
*
```

=====

ORCA calculation (the ωB97M-V functional and the def2-TZVPD basis) on a molecular structure, C32H56As2F12HfN8 at a distorted geometry.

Computed properties:
HOMO energy ... -14.175 eV
Largest force on an atom ... 11.5 eV Å⁻¹
ΔE to the lowest compared entry with this formula, charge and spin ... 641.86 kJ/mol
HOMO-LUMO gap ... 1.5 eV

```
! RIJCOSX wB97M-V def2-TZVPD def2/J DEFGRID3
* xyz 2 1
Hf -3.005 0.269 3.570
As -0.236 -0.311 0.143
F 1.055 -0.538 -1.091
F 0.920 -0.680 1.444
F -1.570 0.009 1.383
F -1.374 0.144 -1.167
F -0.612 -2.072 -0.004
F 0.246 1.406 0.307
As -5.093 0.793 -0.076
F -4.086 0.565 1.413
F -6.256 -0.342 0.564
F -6.131 1.070 -1.493
F -3.841 1.935 -0.666
F -4.388 -0.637 -0.898
F -5.926 2.212 0.697
C 1.707 -3.347 5.738
C 2.030 -3.241 4.220
C 0.753 -3.433 3.403
C -0.334 -2.431 3.575
N -1.189 -1.653 3.712
H 1.050 -2.552 6.091
H 2.607 -3.209 6.337
H 1.177 -4.266 5.987
H 2.788 -3.986 3.978
H 2.484 -2.263 4.060
H 0.326 -4.390 3.703
H 0.974 -3.529 2.340
C 3.545 -5.547 -0.651
C 3.588 -4.010 -0.727
C 2.549 -3.386 -1.674
C 2.559 -3.867 -3.057
N 2.543 -4.245 -4.141
H 4.375 -5.955 -0.073
H 3.566 -5.920 -1.675
H 2.593 -5.804 -0.186
H 4.600 -3.823 -1.086
H 3.410 -3.487 0.213
H 2.661 -2.308 -1.796
H 1.540 -3.514 -1.282
C -0.412 -1.964 -3.759
C -1.938 -1.700 -3.831
C -2.801 -2.425 -2.809
C -2.492 -3.807 -2.646
N -2.251 -4.944 -2.462
H -0.027 -1.578 -4.703
H -0.246 -3.038 -3.843
H 0.164 -1.587 -2.914
H -2.385 -1.874 -4.810
H -2.043 -0.639 -3.604
H -3.865 -2.256 -2.973
H -2.619 -1.910 -1.865
C 1.142 4.718 3.189
C 1.734 3.612 2.238
C 1.823 2.241 2.897
C 0.532 1.604 3.274
N -0.475 1.098 3.581
H 1.152 5.702 2.720
H 1.745 4.701 4.097
H 0.082 4.585 3.402
H 2.739 3.922 1.955
H 1.098 3.577 1.354
H 2.308 2.378 3.864
H 2.370 1.584 2.221
C 5.007 3.192 -1.669
C 4.057 2.691 -0.562
C 3.402 1.297 -0.806
C 4.359 0.247 -1.263
N 5.122 -0.538 -1.625
H 5.525 4.092 -1.340
H 4.448 3.412 -2.579
H 5.748 2.480 -2.031
H 3.266 3.385 -0.279
H 4.655 2.509 0.331
H 2.654 1.405 -1.591
H 2.820 0.897 0.025
C -1.820 6.509 1.205
C -2.415 5.581 0.095
C -1.642 4.211 0.086
C -1.978 3.303 1.216
N -2.305 2.541 2.069
H -1.707 5.996 2.160
H -2.445 7.399 1.279
H -0.837 6.895 0.933
H -2.382 6.156 -0.830
H -3.463 5.393 0.330
H -0.568 4.363 0.186
H -1.899 3.760 -0.872
C -1.313 -5.024 1.134
C -2.743 -5.460 1.183
C -3.697 -4.225 0.814
C -3.420 -2.965 1.480
N -3.289 -1.907 1.989
H -1.127 -4.089 1.664
H -1.004 -4.867 0.101
H -0.625 -5.729 1.600
H -2.986 -5.730 2.210
H -2.978 -6.306 0.536
H -4.739 -4.515 0.950
H -3.619 -4.036 -0.257
C -0.918 4.706 -3.690
C -0.955 3.199 -3.864
C 0.183 2.516 -3.253
C 1.485 2.943 -3.774
N 2.531 3.334 -4.144
H -1.675 5.186 -4.311
H -0.014 5.222 -4.016
H -1.054 5.024 -2.657
H -1.032 3.016 -4.936
H -1.842 2.746 -3.421
H 0.063 1.436 -3.331
H 0.224 2.689 -2.177
*
```